Record 1
Molecular formula: C32H45BrN2P2Pd
Method: DFT, ωB97M-V/def2-TZVPD

total charge	+4
E_HOMO (spin up / spin down)	-17.4 / -17.4	eV
orbital gap (spin up / spin down)	4.4 / 2.3	eV
energy	-128946.65556	eV
spin multiplicity	5
energy above the lowest of the compared OMol25 structures with the same formula, charge and spin	1.242	eV

The geometry in XYZ format:
```
83
Properties=species:S:1:pos:R:3:lowdin_charge:R:1
Pd 0.13378 -0.07704 -1.03219 0.61
Br 4.24598 5.67022 -0.68679 1.15
P -0.79413 -2.22486 -0.94102 0.96
P 2.30811 -0.35559 -0.50752 1.08
N -4.91900 2.14481 -3.27609 0.32
N -1.18100 -0.85291 2.59292 0.14
C -2.61726 -2.27783 -1.14601 -0.34
C -0.45651 -3.22027 0.55486 -0.38
C -0.28344 -0.07602 5.96572 -0.03
C -4.78517 2.45617 -1.99055 0.02
C -0.35503 -2.63126 -3.72480 -0.13
C 2.64996 -0.45765 -2.46400 -0.30
C 1.80509 3.08409 -2.74444 0.00
C 3.29031 1.19052 -0.21330 -0.39
C -0.12366 -3.21745 -2.33079 -0.35
C -1.22238 -0.53814 3.71995 -0.11
C 2.79907 4.01026 -2.44570 -0.03
C -1.26063 1.40841 -1.24075 -0.19
C 1.76148 4.42587 -0.27418 -0.04
C -0.49533 0.14002 7.33205 -0.04
C -3.95784 1.47782 -3.90831 0.02
C -2.89853 0.08763 6.97620 -0.03
C -1.38569 -0.23249 5.10801 -0.24
C 2.81993 4.62655 -1.17241 -0.64
C 2.46207 -1.14342 2.41846 -0.10
C -2.57512 1.44504 -1.91156 -0.20
C -3.35791 -1.45911 -0.09089 -0.12
C -2.74450 1.12070 -3.27528 0.04
C 1.65718 -0.34588 1.41538 -0.31
C -1.80166 0.21062 7.84064 -0.02
C 3.89844 -1.25590 -2.82944 -0.10
C -0.09344 1.65353 -2.06755 -0.20
C 0.83823 2.75677 -1.77256 -0.21
C 0.76149 3.50319 -0.58363 0.01
C -2.68844 -0.12979 5.61280 -0.02
C 4.76223 1.29623 -0.63867 -0.08
C -3.64092 2.10434 -1.25572 0.05
C -1.29307 -4.48687 0.73246 -0.09
H -2.33844 -4.26140 0.95561 0.09
H 0.35833 0.24128 8.00545 0.12
H -1.26758 1.77986 -0.21646 0.11
H 3.53912 4.25406 -3.20140 0.14
H 1.74712 -0.93341 -2.88552 0.03
H 3.79122 -1.70797 -3.82881 0.11
H 3.17671 -0.51219 2.95068 0.10
H -4.13118 1.23636 -4.96485 0.17
H 4.78471 -0.61066 -2.86050 0.08
H 1.75963 2.57349 -3.71107 0.14
H 0.72916 -0.12282 5.55364 0.11
H 2.69545 2.00727 -0.64454 0.03
H 1.74438 4.96953 0.66474 0.14
H -2.90788 -3.33887 -1.10301 0.11
H 1.52754 0.70347 1.72875 0.10
H -1.96641 0.35839 8.91037 0.13
H 3.24752 1.32267 0.87946 0.08
H -4.43917 -1.63544 -0.17814 0.10
H -0.14252 1.37960 -3.12187 0.12
H 0.63808 -0.77338 1.33131 -0.02
H 4.93471 0.95587 -1.66657 0.06
H -3.56198 2.42746 -0.21555 0.15
H -3.05089 -1.69356 0.93905 0.06
H 0.61434 -3.47467 0.53565 0.10
H -3.18310 -0.38649 -0.24812 0.04
H 5.06091 2.35525 -0.56261 0.08
H 0.95743 -3.32180 -2.12908 0.09
H 5.38951 0.71558 0.05554 0.10
H -1.39685 -2.75721 -4.04877 0.09
H 4.07645 -2.06544 -2.11156 0.09
H -0.58162 -4.21456 -2.22999 0.11
H -0.89946 -5.06412 1.57312 0.11
H 2.68524 0.57147 -2.84977 0.07
H -3.92051 0.14412 7.35868 0.13
H 0.30459 -3.14197 -4.44011 0.10
H -5.60748 3.01242 -1.52819 0.17
H -1.26150 -5.12513 -0.15499 0.08
H -0.59810 -2.51867 1.39406 0.02
H -3.53082 -0.22597 4.92225 0.12
H -0.12820 -1.55816 -3.76815 0.04
H 1.79082 -1.56716 3.17079 0.09
H 2.99178 -1.96013 1.93152 0.09
H -1.95858 0.66096 -3.87785 0.13
H -2.85628 -1.91090 -2.15717 0.08
H -0.07889 3.38267 0.09866 0.13
```

---

Record 2
Molecular formula: C32H45F9MgN3OP
Method: DFT, ωB97M-V/def2-TZVPD

E_HOMO	-6.8	eV
orbital gap	7.2	eV
energy	-79629.59909	eV
energy above the lowest of the compared OMol25 structures with the same formula, charge and spin	0.000	eV

The geometry in XYZ format:
```
92
Properties=species:S:1:pos:R:3:lowdin_charge:R:1
P 1.84268 -1.57804 0.77566 1.06
Mg -0.25272 -0.06586 1.32728 0.62
F -2.27161 2.61527 3.24782 0.15
F 1.78079 2.08146 3.80748 0.15
F -0.66528 0.85790 6.55812 0.16
F -2.78453 1.04549 4.64414 0.17
F 1.09275 0.12382 5.52043 0.16
F -0.83202 -0.78671 5.15700 0.17
F -1.95618 2.91842 5.36355 0.16
F 0.77974 3.00844 5.49193 0.17
F 0.22289 3.53262 3.46106 0.15
O -0.40490 0.75776 3.02726 -0.17
N -1.21305 -1.67047 0.53208 -0.04
N -0.22805 1.69474 0.15387 0.09
N -1.04434 3.86698 -0.10159 -0.07
C 3.83615 -0.87375 2.54907 -0.11
C -3.57343 -1.61672 1.13515 -0.21
C -1.88435 2.00682 4.38137 -0.53
C -2.57479 -1.58931 0.15718 -0.29
C 1.30448 -6.81176 0.17794 -0.06
C -1.85809 -1.35969 -2.23972 -0.03
C 2.91952 -1.39159 -0.69944 -0.55
C -3.21450 -1.83039 2.57506 -0.02
C -0.59931 -2.88338 0.37059 -0.31
C -2.16044 4.79063 -0.28740 -0.21
C -0.71789 -5.29229 0.01397 -0.04
C 0.59532 2.50890 4.25946 -0.53
C -1.20489 2.53216 -0.02302 -0.40
C -2.58949 1.96587 -0.12784 0.02
C 1.15759 4.32488 -1.20324 -0.06
C -2.26764 5.31996 -1.70690 -0.07
C -0.46807 1.36834 4.20391 -0.34
C 2.92189 -2.04003 2.18524 -0.56
C -0.22147 0.37953 5.38334 -0.54
C 3.77276 -2.59896 -1.07261 -0.11
C -4.26306 -1.26424 -1.53031 -0.02
C 0.65681 -5.45869 0.21398 -0.29
C -5.26968 -1.28769 -0.57425 -0.28
C 0.80333 -3.03342 0.50446 -0.30
C -1.32842 -4.06276 0.08726 -0.01
C 2.05201 -0.95668 -1.88177 -0.12
C -2.92399 -1.40839 -1.18703 -0.23
C 2.06402 -2.45120 3.37110 -0.10
C -4.90168 -1.46357 0.75540 -0.01
C 1.38086 -4.30579 0.45004 -0.08
C 0.28438 4.45571 0.03785 -0.20
C -6.71344 -1.14449 -0.96226 -0.06
H 0.13698 5.50970 0.27740 0.12
H 1.35726 -1.66421 3.64635 0.06
H 2.37107 -6.73158 0.39011 0.07
H 1.29755 3.28561 -1.50255 0.07
H -2.78568 -2.82503 2.72085 0.09
H 4.29896 -3.03445 -0.22230 0.06
H -2.54540 0.88202 -0.18562 0.06
H 1.52893 -0.02202 -1.67234 0.05
H 3.15437 -3.37944 -1.51760 0.08
H -4.52654 -1.11678 -2.57291 0.11
H -5.66912 -1.48157 1.52137 0.12
H -3.13295 5.97481 -1.80720 0.08
H -1.33290 -6.16284 -0.19201 0.11
H -1.37847 -2.33320 -2.36938 0.08
H -1.06411 -0.66416 -1.95930 0.06
H -2.01999 5.61305 0.41950 0.12
H -4.09548 -1.74114 3.20867 0.08
H 0.76997 4.01915 0.91694 0.11
H -3.18302 2.24722 0.74225 0.10
H 2.69842 -2.61534 4.24473 0.09
H 2.45161 -4.39614 0.60681 0.10
H -2.27423 -1.05585 -3.20045 0.08
H -2.39921 -3.99400 -0.05038 0.11
H -3.09853 2.32412 -1.02306 0.10
H -2.37550 4.50194 -2.42066 0.08
H -3.08182 4.29865 0.01161 0.11
H 3.54960 -2.89029 1.88716 0.10
H 3.57653 -0.55126 -0.44302 0.10
H 1.49717 -3.35979 3.17340 0.08
H 3.25695 -0.01447 2.89111 0.07
H 2.14087 4.75544 -1.01334 0.08
H -7.25027 -0.50368 -0.26206 0.08
H 1.19872 -7.29164 -0.79758 0.08
H 4.46690 -0.54995 1.72043 0.07
H 0.87392 -7.48660 0.91956 0.08
H 2.66878 -0.81442 -2.77066 0.08
H 0.71560 4.84848 -2.04970 0.07
H -1.38468 5.89340 -1.98762 0.07
H 4.49857 -1.16875 3.36466 0.08
H -2.46993 -1.11802 2.93441 0.05
H 1.30231 -1.71601 -2.11050 0.07
H 0.67139 2.16188 0.21424 0.05
H 4.52383 -2.30919 -1.80971 0.08
H -7.22238 -2.10977 -0.97327 0.08
H -6.81306 -0.71002 -1.95674 0.07
```

---

Record 3
Molecular formula: C32H45N4O8STcTe
Method: DFT, ωB97M-V/def2-TZVPD

total charge	+2
E_HOMO (spin up / spin down)	-14.3 / -14.2	eV
orbital gap (spin up / spin down)	7.6 / 7.6	eV
energy	-76563.40989	eV
spin multiplicity	3
energy above the lowest of the compared OMol25 structures with the same formula, charge and spin	0.345	eV

The geometry in XYZ format:
```
92
Properties=species:S:1:pos:R:3:lowdin_charge:R:1
Te 0.92248 3.14116 -1.79839 2.00
Tc -0.01763 -0.30979 0.38789 1.47
S 1.53102 2.01446 7.87736 0.65
O 1.34664 -1.61073 0.43108 -0.26
O -0.72273 -1.50972 6.67455 0.12
O 1.86888 1.24758 9.03962 -0.28
O -0.77918 -2.30344 -0.66719 -0.11
O -1.43177 -2.95100 5.22188 0.14
O 2.66792 -2.86415 -0.87376 0.18
O 0.37721 2.88091 7.86305 -0.30
O -0.86752 3.34385 -0.98910 -0.39
N -0.22667 -0.18272 2.45470 -0.06
N -0.92586 -1.90181 5.54386 -0.32
N -0.17825 0.30033 4.59502 0.07
N -0.90629 1.23921 -0.03984 -0.15
C 0.34308 7.06158 -3.70421 0.01
C 3.14048 2.68370 0.15249 -0.32
C -0.63024 -1.30308 3.14152 -0.01
C 1.57555 -2.57704 -0.50648 -0.51
C 3.27790 3.95997 8.53540 -0.10
C 0.04803 0.76466 3.35601 -0.28
C 0.34667 -3.46611 -2.48946 0.01
C 3.56587 4.37806 -2.81337 -0.06
C 3.48352 1.45447 -0.65093 -0.07
C -0.60135 -1.00596 4.45687 -0.11
C 1.88086 4.75072 0.61478 -0.27
C 2.94660 2.98419 7.41138 -0.31
C -2.96347 2.53337 -0.24221 0.02
C 1.65367 7.44152 -3.95178 -0.23
C 2.76867 5.01152 1.64715 0.01
C 0.07799 -4.53972 -0.21570 0.01
C 3.98902 3.00337 1.20751 0.00
C -1.49476 2.30052 -0.40100 -0.58
C 1.97778 8.76987 -4.57133 -0.02
C 1.30718 0.84770 6.51296 -0.19
C 1.06168 4.99213 -2.79764 -0.33
C 3.82901 4.16157 1.95564 -0.24
C 0.50591 2.14328 3.05078 0.03
C 4.78227 4.51063 3.06145 -0.02
C 2.40229 5.30233 -3.08216 -0.30
C 0.28722 -3.24780 -0.98864 -0.51
C 0.00335 5.83183 -3.14580 -0.27
C -0.02975 1.10059 5.82784 -0.13
C -1.46408 5.52192 -3.00805 -0.03
C 0.78956 5.76087 0.36281 -0.03
C 2.08652 3.56970 -0.12188 -0.36
C 2.66754 6.53448 -3.65388 0.01
H 4.13228 4.57082 8.24862 0.08
H 4.81428 2.33513 1.42789 0.13
H 1.26234 -3.99626 -2.74370 0.11
H -0.84850 0.84852 6.49209 0.14
H 3.31574 3.30895 -2.86233 0.05
H -0.50591 -4.05943 -2.82074 0.10
H 2.43474 4.61834 8.73874 0.08
H 3.76125 2.28338 7.22122 0.11
H 2.35449 8.63279 -5.58635 0.10
H 3.52844 3.42216 9.44764 0.09
H -1.62783 -2.76143 -0.69120 0.12
H 4.02159 4.56957 -1.84095 0.10
H 3.69591 6.78888 -3.88683 0.14
H 2.69978 1.12027 -1.33240 0.02
H -3.47406 2.17388 -1.13839 0.11
H -0.21081 2.88208 3.41324 0.11
H 1.10185 9.41300 -4.62018 0.09
H 2.66723 3.50031 6.48971 0.09
H 4.24858 4.68111 3.99771 0.08
H -0.91800 -2.22650 2.67163 0.13
H 4.32868 4.51548 -3.57834 0.10
H -1.97168 5.78128 -3.93653 0.10
H 1.19621 6.63305 -0.15297 0.11
H 0.33751 -2.51306 -3.01906 0.10
H 1.47176 2.34832 3.51511 0.10
H 5.31275 5.43470 2.82611 0.10
H 0.01815 -4.35696 0.85786 0.10
H -0.83860 -5.03143 -0.54742 0.10
H -3.34166 1.98230 0.61448 0.09
H -0.04160 5.38413 -0.22519 0.05
H 0.38335 6.10521 1.31403 0.10
H 3.71004 0.61540 0.00464 0.09
H -0.46287 7.73364 -3.97758 0.14
H 0.61543 2.25718 1.97477 0.05
H -0.14592 2.14505 5.55395 0.12
H 2.15207 0.94508 5.82856 0.11
H 2.63056 5.91862 2.22694 0.14
H -1.91387 6.12487 -2.21640 0.10
H 1.33158 -0.13625 6.97698 0.10
H -3.17258 3.59552 -0.13533 0.10
H 5.52049 3.72715 3.21860 0.09
H 2.75403 9.28338 -4.00381 0.09
H 4.37563 1.63696 -1.25390 0.10
H 0.91001 -5.21668 -0.40596 0.12
H -1.67354 4.47960 -2.79903 0.05
```